1.
ORCA calculation (the ωB97M-V functional and the def2-TZVPD basis) on a molecular structure, C18H23AlBF5MgN4O23PS2.

Last column: Mulliken charge in e.
CARTESIAN COORDINATES (ANGSTROEM)
O: 3.7129 -5.5230 0.5235  -0.666
P: 2.7348 -4.4864 0.9268  0.898
O: 2.3075 -4.8313 2.5271  -0.487
O: 3.4220 -2.9154 0.9118  -0.492
C: 1.1259 -4.5509 -0.0762  -0.820
C: -0.0284 -4.2459 0.9615  0.600
C: -0.8128 -5.3419 1.5304  -0.462
C: -1.8650 -4.9549 2.5429  -0.058
F: -2.6284 -5.9496 3.1533  -0.334
C: -2.0904 -3.5563 2.9045  -0.797
C: -1.2737 -2.4266 2.3193  0.573
N: -1.5588 -1.1303 2.7654  -0.262
C: -0.7068 -0.2509 2.1609  -0.314
C: 0.3661 -0.5844 1.1698  -0.222
N: 0.6104 -1.8551 0.7420  -0.058
C: -0.2383 -2.7948 1.3398  0.344
H: 2.5715 -4.0971 3.1167  0.307
H: 3.1714 -2.5098 1.7737  0.347
H: 1.0579 -5.6042 -0.4838  0.459
H: 1.1210 -3.7847 -0.9019  0.342
H: -0.6451 -6.4159 1.2336  0.466
H: -2.9007 -3.3221 3.6496  0.212
H: -0.8069 0.8348 2.4533  0.328
H: 1.0076 0.2565 0.7728  0.224
Al: 3.6744 -1.6371 -0.8105  0.854
N: -3.7749 3.3033 0.2865  -0.198
S: -4.4778 1.9683 0.7559  1.022
O: -5.4869 2.0863 1.7717  -0.611
O: -3.6753 0.7769 0.7856  -0.514
F: -5.3713 1.6930 -0.5271  -0.278
S: -2.8329 3.8935 1.3917  0.935
O: -2.4257 5.2497 1.1353  -0.620
O: -1.7930 3.0466 1.9212  -0.519
F: -3.7958 4.0905 2.6542  -0.279
N: -4.0733 7.4329 2.4988  1.151
O: -3.1398 8.2514 2.4223  -0.337
O: -4.5189 7.1153 3.5999  -0.484
O: -4.5212 6.9590 1.4829  -0.370
C: -3.9295 -6.8127 -2.1331  -1.152
C: -3.2049 -7.2302 -0.8807  0.884
O: -2.1448 -7.8205 -0.9298  -0.562
C: -3.8453 -6.8869 0.4390  -1.016
H: -3.3536 -7.1245 -3.0049  0.322
H: -4.9103 -7.2902 -2.1722  0.338
H: -4.0386 -5.7265 -2.1553  0.314
H: -4.8233 -7.3657 0.5140  0.475
H: -3.9504 -5.8037 0.5331  0.245
H: -3.2149 -7.2476 1.2509  0.186
O: -3.5903 3.6990 -2.7709  -0.628
H: -3.2823 4.6009 -2.6269  0.297
H: -4.0514 3.4752 -1.9528  0.374
B: 4.6240 2.6838 -2.3164  0.696
O: 3.8281 2.0638 -1.2293  -0.453
C: 2.6818 2.7163 -1.1459  0.622
O: 1.8052 2.4523 -0.3515  -0.634
C: 2.6543 3.7992 -2.1660  0.543
O: 1.7523 4.5733 -2.3496  -0.599
O: 3.7904 3.7817 -2.8526  -0.509
F: 4.8873 1.7248 -3.3285  -0.339
F: 5.8332 3.1946 -1.7988  -0.332
O: -3.0848 -0.3165 5.5375  -0.399
H: -2.7325 -0.7753 4.7324  0.462
H: -3.2130 -0.9432 6.2807  0.482
H: -3.9129 0.1745 5.3331  0.465
C: -1.1306 9.9537 3.7812  1.077
O: -2.2161 9.9928 4.3726  -0.418
O: -0.3158 8.9454 3.8147  -0.471
O: -0.6852 10.8734 3.0732  -0.325
Mg: -0.3618 7.3764 4.9326  1.168
C: 6.9194 1.6463 -7.3184  -0.307
C: 7.4653 0.2711 -7.0519  -0.327
O: 8.0650 0.4095 -5.7697  -0.334
C: 7.4525 1.4606 -5.1477  0.653
O: 7.5988 1.7417 -4.0045  -0.476
O: 6.6520 2.1420 -6.0126  -0.293
H: 6.0103 1.6261 -7.9192  0.280
H: 7.6502 2.3004 -7.8020  0.271
H: 6.6794 -0.4873 -6.9951  0.250
H: 8.2017 -0.0374 -7.7939  0.288

net charge: +1
gap between HOMO and LUMO: 1.82 eV

---

2.
ORCA calculation (the ωB97M-V functional and the def2-TZVPD basis) on 3 unconnected molecules or ions with the total composition C20H23FN3O3S.

Last column: Mulliken charge in e.
CARTESIAN COORDINATES (ANGSTROEM)
O: 4.0393 0.2687 1.0950  -0.456
C: 4.6797 0.1835 0.0952  0.208
C: 3.9720 -0.4432 -1.0943  -0.732
C: 2.8065 0.4527 -1.5449  -0.703
S: 1.4553 0.3319 -0.3955  0.499
F: 0.9464 -1.1194 -0.5517  -0.133
C: 0.1521 1.3774 -1.1106  -0.272
O: 0.2017 2.4875 -0.2870  -0.183
O: -0.2174 3.5439 -1.1555  -0.348
N: 6.0128 0.6704 0.0402  -0.259
C: 6.2396 1.7290 -0.9239  0.029
C: 6.5741 2.9783 -0.4096  -0.172
C: 6.8240 4.0560 -1.2553  -0.525
C: 6.7434 3.9053 -2.6344  -0.433
C: 6.4125 2.6558 -3.1518  -0.769
C: 6.1644 1.5772 -2.3079  -0.060
H: 4.5982 -0.6929 -1.9371  0.264
H: 3.5673 -1.3862 -0.7313  0.431
H: 2.4815 0.1807 -2.5445  0.616
H: 3.1107 1.4985 -1.4941  0.515
H: -0.7912 0.8279 -1.0703  0.446
H: 0.4054 1.6122 -2.1421  0.316
H: -0.2973 4.2922 -0.5445  0.344
H: 6.6838 -0.0865 -0.0431  0.342
H: 6.6559 3.1187 0.6552  0.470
H: 7.0988 5.0090 -0.8333  0.386
H: 6.9597 4.7440 -3.2739  0.420
H: 6.3738 2.5391 -4.2232  0.396
H: 5.9555 0.6191 -2.7564  0.379
N: -3.1349 -3.0844 -1.6601  -0.529
C: -2.1817 -2.3064 -1.1595  -0.143
C: -2.1434 -1.8817 0.1594  0.009
C: -3.1629 -2.2867 1.0092  -0.511
C: -4.1648 -3.0978 0.5074  -0.098
C: -4.1026 -3.4677 -0.8303  -0.440
H: -1.4059 -2.0105 -1.8622  0.321
H: -1.3359 -1.2522 0.5086  0.196
H: -3.1748 -1.9762 2.0462  0.370
H: -4.9777 -3.4357 1.1373  0.441
H: -4.8656 -4.1043 -1.2632  0.367
N: -6.6533 -2.9865 2.9828  -0.492
C: -6.0590 -2.1276 3.8102  -0.234
C: -6.6417 -0.9474 4.2440  -0.454
C: -7.9142 -0.6374 3.7911  -0.158
C: -8.5477 -1.5183 2.9304  -0.428
C: -7.8775 -2.6744 2.5602  -0.151
H: -5.0651 -2.4086 4.1437  0.461
H: -6.1126 -0.2911 4.9212  0.354
H: -8.4051 0.2740 4.1066  0.374
H: -9.5411 -1.3175 2.5547  0.359
H: -8.3412 -3.3926 1.8930  0.369

net charge: +1
gap between HOMO and LUMO: 7.15 eV

---

> Number 1 is which compound?

C18H23AlBF5MgN4O23PS2